Formula: C33H63BN9O8
Source: OMol25
Level of theory: ωB97M-V with the def2-TZVPD basis set

Summary:
**LUMO level**: -2.0 eV
**HOMO level**: -10.371 eV
**Charge**: +1
**HOMO-LUMO gap**: 8.337 eV

Geometry as XYZ:
```
114
Properties=species:S:1:pos:R:3:mulliken_charge:R:1
C 5.92 -0.64 0.72 -0.0737
C 5.97 -1.60 0.00 -0.3867
C 6.03 -2.64 -1.02 -0.7734
C 4.69 -3.35 -1.32 -0.4531
C 3.49 -2.68 -0.66 -1.2587
N 2.21 -3.10 -1.26 0.3679
C 1.06 -2.78 -0.64 -0.4216
N 0.96 -2.38 0.60 0.2345
C -0.32 -2.02 1.25 -1.4612
C -1.02 -0.84 0.61 0.4140
C -2.45 -0.72 1.16 -1.0875
C -3.18 0.47 0.56 -0.4588
O -3.14 0.47 -0.85 -0.4696
C -2.26 1.43 -1.41 -0.7383
N -0.01 -2.89 -1.50 0.5410
B -1.07 -3.91 -1.20 0.7305
O -2.36 -3.50 -1.11 -0.5931
O -0.79 -5.24 -1.04 -0.5807
C 0.56 -3.17 -2.83 -1.4080
C 2.05 -2.77 -2.67 -0.3405
C 2.23 -1.31 -3.04 0.3376
C 1.42 -0.26 -2.58 -0.0715
C 1.72 0.98 -3.06 -0.4548
C 2.78 1.20 -3.92 -0.5809
N 3.55 0.22 -4.35 -0.5847
C 3.24 -0.99 -3.91 -0.5914
H 5.92 0.24 1.31 0.4207
H 6.48 -2.24 -1.92 0.3489
H 6.74 -3.39 -0.66 0.3666
H 4.75 -4.37 -0.93 0.4050
H 4.58 -3.44 -2.39 0.1544
H 3.54 -1.60 -0.72 0.4631
H 3.52 -2.96 0.40 0.5920
H 1.80 -2.31 1.16 0.2457
H -0.11 -1.82 2.29 0.6205
H -0.99 -2.88 1.22 0.3213
H -1.12 -0.95 -0.46 0.0251
H -0.51 0.10 0.85 0.4746
H -2.47 -0.71 2.25 0.5023
H -2.98 -1.63 0.83 0.3158
H -4.21 0.48 0.93 0.2796
H -2.73 1.39 0.95 0.4569
H -2.04 1.16 -2.44 0.3032
H -1.31 1.48 -0.87 0.2920
H -2.70 2.43 -1.36 0.3606
H -2.42 -2.54 -1.28 0.3424
H -1.30 -5.77 -1.67 0.3114
H 0.56 -4.24 -3.09 0.3835
H 0.04 -2.67 -3.64 0.4189
H 2.69 -3.31 -3.36 0.8443
H 0.61 -0.42 -1.90 0.5512
H 1.12 1.83 -2.75 0.4195
H 2.98 2.21 -4.27 0.3915
H 3.85 -1.83 -4.26 0.6055
C 2.86 -4.55 3.26 -0.0024
O 3.92 -4.44 2.67 -0.5964
N 1.96 -5.52 3.05 0.1736
C 0.71 -5.59 3.78 -0.9371
C 2.26 -6.55 2.06 -0.8923
H 2.55 -3.82 4.03 0.3597
H 0.65 -6.53 4.34 0.3685
H -0.13 -5.55 3.09 0.3283
H 0.64 -4.76 4.48 0.2964
H 3.19 -7.07 2.33 0.3226
H 2.41 -6.09 1.08 0.1991
H 1.45 -7.26 2.02 0.3966
C 4.47 -4.39 -6.17 0.0691
O 4.37 -3.52 -5.32 -0.6551
N 4.35 -4.18 -7.49 0.1343
C 4.48 -5.25 -8.46 -0.9126
C 4.08 -2.83 -7.95 -0.8986
H 4.68 -5.45 -5.92 0.2778
H 5.30 -5.04 -9.14 0.3480
H 3.56 -5.35 -9.04 0.3449
H 4.68 -6.19 -7.96 0.2935
H 4.88 -2.16 -7.63 0.3029
H 3.15 -2.47 -7.52 0.2564
H 4.01 -2.82 -9.03 0.3812
C -4.83 3.85 3.09 0.0024
O -3.86 3.14 2.84 -0.6046
N -5.93 3.93 2.34 0.1992
C -7.04 4.79 2.70 -0.9875
C -6.02 3.12 1.13 -0.8755
H -4.86 4.49 3.98 0.3308
H -7.95 4.20 2.84 0.3546
H -7.21 5.53 1.91 0.3412
H -6.81 5.32 3.62 0.3155
H -5.93 2.07 1.39 0.1931
H -5.20 3.39 0.46 0.2833
H -6.97 3.30 0.64 0.4148
C -4.87 7.76 2.34 0.2042
O -5.50 7.83 3.38 -0.6279
N -3.59 8.15 2.18 0.1552
C -2.90 8.02 0.91 -0.9467
C -2.89 8.71 3.32 -0.9115
H -5.30 7.33 1.42 0.2277
H -2.03 7.38 1.03 0.3191
H -2.58 9.00 0.56 0.3559
H -3.56 7.58 0.17 0.3124
H -2.86 7.98 4.12 0.2027
H -3.40 9.61 3.68 0.3118
H -1.87 8.96 3.03 0.3896
C -1.30 5.79 5.34 0.0856
O -0.95 6.58 4.49 -0.5980
N -1.34 4.45 5.17 0.2106
C -1.78 3.55 6.21 -0.9222
C -0.94 3.91 3.88 -1.0248
H -1.63 6.10 6.35 0.3230
H -0.97 2.85 6.47 0.3499
H -2.65 2.98 5.88 0.3011
H -2.04 4.11 7.11 0.3051
H 0.10 4.19 3.67 0.3962
H -1.57 4.31 3.09 0.1838
H -1.03 2.83 3.90 0.4182
```


Formula: C33H63BrN2O6PS
Source: OMol25
Level of theory: ωB97M-V with the def2-TZVPD basis set

Summary:
**LUMO level**: -3.1 eV
**HOMO level**: -10.527 eV
**Charge**: +1
**HOMO-LUMO gap**: 7.458 eV

Geometry as XYZ:
```
107
Properties=species:S:1:pos:R:3:mulliken_charge:R:1
C 4.60 2.04 -0.35 -0.3531
C 3.29 1.93 -0.15 -0.7302
C 1.71 1.54 -0.23 0.1754
C 1.59 0.02 0.32 -0.4588
C 1.97 -1.22 -0.66 -0.4006
P 3.83 -1.41 -1.15 0.3290
C 3.81 -2.57 -2.65 -0.9096
C 4.79 -2.37 0.19 -1.0572
S 1.83 -2.56 0.68 -0.0809
C 0.49 -1.64 1.56 0.2418
C -0.41 -2.57 2.52 -0.2573
C 0.66 -3.51 3.36 -0.7898
C 0.09 -4.00 4.79 -0.7811
C 1.34 -4.75 5.54 -0.2447
N 1.24 -6.24 5.48 -0.6722
N 0.45 -0.33 1.28 0.4272
C -0.60 0.59 1.87 -1.0363
C -2.02 0.41 1.10 0.1928
C -2.00 0.91 -0.44 -0.1318
Br -2.75 -0.49 -1.69 -0.1923
H 5.72 2.19 -0.61 0.3573
H 1.35 1.53 -1.34 0.3555
H 1.15 2.33 0.39 0.1612
H 2.49 -0.02 1.07 0.4160
H 1.18 -1.59 -1.40 0.5798
H 4.63 -3.37 -2.50 0.3336
H 2.76 -3.07 -2.69 0.2544
H 3.96 -1.94 -3.60 0.2948
H 5.94 -2.32 -0.03 0.3698
H 4.54 -3.51 0.20 0.3423
H 4.66 -1.92 1.26 0.2950
H -0.99 -3.30 1.81 0.1511
H -1.14 -2.02 3.20 0.3283
H 1.57 -2.82 3.56 0.4158
H 1.04 -4.41 2.74 0.3359
H -0.24 -3.15 5.49 0.3192
H -0.72 -4.83 4.65 0.3191
H 1.51 -4.36 6.61 0.3139
H 2.31 -4.46 4.95 0.2096
H 2.21 -6.63 5.39 0.2486
H 0.74 -6.49 4.60 0.2299
H -0.74 0.27 2.98 0.4078
H -0.24 1.70 1.92 0.3215
H -2.37 -0.69 1.13 0.4734
H -2.79 1.05 1.69 -0.2144
H -0.96 1.16 -0.85 -0.1381
H -2.68 1.85 -0.56 0.3491
C -4.01 -5.17 -3.19 -1.1022
C -3.09 -5.36 -2.01 0.5984
O -2.84 -6.47 -1.57 -0.5585
C -2.49 -4.12 -1.40 -0.6604
H -4.37 -6.15 -3.52 0.3153
H -4.87 -4.57 -2.89 0.3117
H -3.47 -4.70 -4.01 0.3151
H -3.28 -3.47 -1.03 0.2907
H -1.88 -3.60 -2.14 0.3220
H -1.84 -4.41 -0.56 0.1663
C -1.56 4.71 -2.43 -0.8955
C -0.64 4.51 -1.26 0.7273
O -0.40 3.39 -0.83 -0.4178
C -0.03 5.73 -0.64 -1.2196
H -1.93 3.74 -2.78 0.2344
H -2.42 5.32 -2.13 0.4086
H -1.02 5.19 -3.25 0.1241
H -0.82 6.39 -0.26 0.3587
H 0.57 6.26 -1.38 0.3397
H 0.61 5.44 0.20 0.3041
C -6.09 1.03 3.50 -1.0683
C -5.50 2.32 2.97 0.8403
O -4.31 2.41 2.71 -0.5813
C -6.44 3.48 2.78 -1.1262
H -5.30 0.28 3.59 0.2375
H -6.53 1.20 4.48 0.3470
H -6.85 0.66 2.81 0.3334
H -6.89 3.76 3.73 0.3459
H -7.21 3.22 2.05 0.3418
H -5.88 4.34 2.40 0.2878
C -0.91 3.85 -7.25 -1.3256
C -0.33 4.79 -6.23 1.0676
O -1.04 5.44 -5.47 -0.6138
C 1.17 4.91 -6.17 -1.1503
H -2.00 3.87 -7.17 0.3195
H -0.63 4.17 -8.25 0.3476
H -0.57 2.83 -7.05 0.3789
H 1.55 5.27 -7.13 0.3371
H 1.61 3.93 -5.93 0.4134
H 1.45 5.62 -5.39 0.2423
C 4.60 -9.58 6.74 -1.1011
C 4.12 -8.26 7.30 0.8567
O 3.92 -7.30 6.57 -0.5890
C 3.91 -8.17 8.79 -1.0859
H 4.71 -9.49 5.66 0.2901
H 5.57 -9.83 7.17 0.3378
H 3.87 -10.36 6.96 0.3250
H 4.85 -8.37 9.31 0.3421
H 3.15 -8.89 9.09 0.3236
H 3.57 -7.17 9.04 0.2766
C -1.07 8.47 -6.33 -0.7366
C 0.27 8.83 -6.91 0.8195
O 0.94 8.01 -7.52 -0.5407
C 0.77 10.24 -6.70 -1.1305
H -1.29 7.43 -6.55 -0.0419
H -1.05 8.60 -5.24 0.2843
H -1.84 9.10 -6.77 0.3778
H 0.87 10.44 -5.63 0.3140
H 0.07 10.95 -7.16 0.3265
H 1.75 10.35 -7.17 0.3142
```


Formula: C33H63Cl6N5O17
Source: OMol25
Level of theory: ωB97M-V with the def2-TZVPD basis set

Summary:
**LUMO level (alpha / beta)**: 1.6 / 1.5 eV
**HOMO level (alpha / beta)**: 0.376 / -7.846 eV
**Spin multiplicity**: 2
**Charge**: -1
**HOMO-LUMO gap (alpha / beta)**: 1.202 / 9.379 eV

Geometry as XYZ:
```
124
Properties=species:S:1:pos:R:3:mulliken_charge:R:1
C 3.80 -0.69 -20.14 -1.6120
C 3.42 -1.91 -20.94 -1.3838
O 3.35 -2.84 -19.89 0.0876
C 3.72 -2.39 -18.77 0.8232
O 3.69 -3.08 -17.75 -0.1578
O 3.95 -1.10 -18.83 0.0394
H 3.19 0.22 -20.16 0.4872
H 4.78 -0.42 -20.52 0.2414
H 4.16 -2.16 -21.69 0.2554
H 2.42 -1.93 -21.37 0.7900
C 0.93 -2.38 -15.64 -0.1743
C 1.02 -1.10 -16.39 -1.0897
O 2.31 -0.60 -16.02 -0.0683
C 2.93 -1.51 -15.19 0.6905
O 3.98 -1.34 -14.52 -0.6229
O 2.19 -2.59 -15.07 0.2092
H 0.68 -3.14 -16.38 0.3996
H 0.11 -2.42 -14.91 -0.2325
H 0.22 -0.43 -16.07 0.3673
H 1.10 -1.24 -17.47 0.3754
C 5.27 -4.36 -14.99 0.2933
C 6.14 -5.15 -15.90 0.5644
O 6.39 -6.34 -15.22 -0.2068
C 5.73 -6.35 -14.03 0.4268
O 5.78 -7.18 -13.20 -0.4894
O 5.04 -5.22 -13.88 0.1700
H 4.32 -4.10 -15.45 -0.5315
H 5.84 -3.50 -14.65 0.1929
H 7.12 -4.71 -16.11 -0.3339
H 5.65 -5.33 -16.86 0.0456
C 7.17 -10.45 -14.85 -0.1180
C 5.71 -10.10 -14.82 0.5455
O 5.21 -11.40 -14.70 -0.3281
C 6.03 -12.32 -15.24 0.6105
O 5.70 -13.50 -15.50 -0.6126
O 7.24 -11.72 -15.50 -0.3901
H 7.71 -10.55 -13.90 0.1794
H 7.58 -9.66 -15.49 0.2789
H 5.27 -9.60 -15.68 0.3982
H 5.43 -9.48 -13.96 -0.5827
C 6.53 -9.73 -11.27 -0.5812
C 6.16 -11.24 -11.36 0.5467
O 4.98 -11.53 -11.08 -0.6798
N 7.08 -12.12 -11.71 -0.1127
C 6.87 -13.57 -11.87 -0.9397
H 7.48 -9.40 -11.68 0.3449
H 6.56 -9.50 -10.21 0.4720
H 5.78 -9.06 -11.67 -0.2404
H 8.05 -11.82 -11.74 0.3016
H 6.43 -14.02 -10.98 0.3088
H 7.81 -14.12 -11.90 0.3634
H 6.29 -13.80 -12.77 0.2524
C -1.52 -3.74 -12.36 -1.3875
C -0.46 -4.57 -13.05 0.7332
O -0.63 -5.20 -14.11 -0.6210
N 0.60 -4.71 -12.30 -0.0015
C 1.80 -5.47 -12.70 -0.8225
H -1.07 -3.08 -11.61 0.3716
H -2.30 -4.36 -11.90 0.3236
H -1.95 -3.09 -13.12 0.3676
H 0.48 -4.45 -11.33 0.2441
H 2.67 -5.01 -12.24 0.0302
H 1.85 -5.35 -13.78 0.1696
H 1.68 -6.52 -12.43 0.4460
C 1.64 -8.91 -8.43 -1.0900
C 1.51 -9.07 -9.96 0.7730
O 0.40 -9.42 -10.45 -0.6726
N 2.64 -8.98 -10.66 -0.0019
C 2.76 -9.12 -12.15 -0.8884
H 1.21 -7.99 -8.03 0.2718
H 2.68 -8.93 -8.08 0.3222
H 1.10 -9.75 -8.00 0.2961
H 3.39 -8.56 -10.13 0.1949
H 1.82 -9.07 -12.71 0.4590
H 3.26 -10.06 -12.38 0.4881
H 3.36 -8.31 -12.58 -0.0981
C 8.05 -4.25 -12.39 -0.8507
C 9.16 -4.17 -13.36 0.8026
O 8.87 -3.77 -14.50 -0.5001
N 10.36 -4.45 -12.94 -0.2138
C 11.58 -3.93 -13.58 -0.8623
H 8.49 -3.96 -11.43 0.4336
H 7.52 -5.19 -12.26 0.2341
H 7.11 -3.73 -12.57 -0.1772
H 10.54 -4.65 -11.97 0.2959
H 11.83 -2.91 -13.30 0.3160
H 11.73 -4.10 -14.65 0.1436
H 12.38 -4.54 -13.15 0.3932
C 5.58 -1.12 -8.47 -1.1313
C 5.65 -1.99 -9.79 0.4631
O 6.63 -2.67 -9.99 -0.5647
N 4.43 -2.00 -10.39 -0.1075
C 4.23 -2.79 -11.58 -0.3660
H 6.30 -1.46 -7.74 0.3423
H 4.58 -1.12 -8.03 0.3252
H 6.05 -0.15 -8.65 0.2802
H 3.76 -1.31 -10.11 0.3007
H 3.19 -2.99 -11.87 0.1289
H 4.66 -3.75 -11.29 0.1372
H 4.75 -2.51 -12.50 0.1470
Cl 11.11 -3.90 -17.78 -0.2042
C 10.67 -5.56 -17.18 0.1257
C 10.68 -6.47 -18.39 -0.3520
Cl 12.23 -6.36 -19.25 -0.2098
H 9.71 -5.50 -16.68 -0.2330
H 11.50 -5.79 -16.50 0.3441
H 9.97 -6.12 -19.14 0.1303
H 10.48 -7.50 -18.11 0.3669
Cl 5.02 -5.08 -22.27 -0.0162
C 5.97 -6.14 -21.20 -0.7025
C 6.52 -5.35 -20.00 0.0363
Cl 7.21 -6.40 -18.71 -0.1756
H 6.69 -6.68 -21.81 0.3584
H 5.27 -6.89 -20.82 0.2754
H 5.81 -4.71 -19.48 -0.2702
H 7.30 -4.72 -20.43 0.2673
Cl 7.57 -2.04 -19.73 -0.1377
C 8.14 -1.85 -18.09 0.3810
C 7.02 -1.36 -17.20 0.6201
Cl 6.93 0.42 -17.28 -0.2076
H 9.03 -1.23 -18.19 0.4421
H 8.48 -2.78 -17.65 -0.5987
H 7.25 -1.61 -16.17 -0.0009
H 6.03 -1.74 -17.44 -0.6897
```


Formula: C33H63ClF6N2O7P
Source: OMol25
Level of theory: ωB97M-V with the def2-TZVPD basis set

Summary:
**LUMO level**: -2.3 eV
**HOMO level**: -10.703 eV
**Charge**: +1
**HOMO-LUMO gap**: 8.450 eV

Geometry as XYZ:
```
113
Properties=species:S:1:pos:R:3:mulliken_charge:R:1
C -1.50 -2.99 6.34 -1.0427
C -1.27 -1.42 6.23 -0.2649
C -2.64 -0.71 5.95 -1.1003
C -2.83 -0.27 4.42 -0.0526
C -2.07 -1.21 3.42 -0.3974
C -2.70 -1.34 1.98 -0.9521
N -4.21 -1.38 1.99 0.4610
C -4.65 -2.47 1.06 -0.1545
C -4.68 -3.86 1.83 -0.6626
C -3.58 -4.86 1.34 -0.7597
N -2.39 -4.79 2.24 -0.5081
C -4.78 -0.04 1.67 0.1675
C -6.35 0.02 1.80 -0.9834
C -6.88 1.50 1.75 -0.6924
C -8.46 1.43 1.88 -0.4475
Cl -9.01 2.69 3.08 -0.1953
C -4.28 0.49 0.26 -1.1046
O -3.06 -0.12 -0.19 -0.4491
C -2.14 -0.34 0.90 0.9396
C -0.83 -0.89 0.18 -0.7029
C 0.16 -1.65 1.12 0.7539
C 1.38 -2.13 0.21 -0.6308
C 2.79 -1.72 0.78 -0.9491
C 2.94 -0.19 1.11 -0.8751
C 2.50 0.78 -0.05 0.2838
C 3.05 0.39 -1.48 -0.2784
C 1.95 0.31 -2.60 -0.3999
O 1.75 1.57 -3.26 -0.2125
C 0.37 1.61 -3.64 -0.3456
P -1.70 1.37 1.63 -0.1714
C -1.49 2.59 0.21 -0.7650
O -0.18 1.30 2.38 -0.3687
H -0.78 -3.52 5.66 0.2212
H -1.36 -3.38 7.37 0.3422
H -2.52 -3.26 5.96 0.2222
H -0.97 -1.10 7.27 0.4021
H -0.45 -1.15 5.52 0.2164
H -2.76 0.17 6.61 0.4183
H -3.51 -1.38 6.18 0.3736
H -3.93 -0.19 4.27 -0.1032
H -2.41 0.76 4.34 0.3582
H -1.01 -0.88 3.40 0.0283
H -2.04 -2.25 3.84 0.2285
H -2.40 -2.36 1.62 0.2639
H -4.57 -1.64 2.91 0.7735
H -5.68 -2.33 0.66 0.5328
H -3.99 -2.55 0.16 0.3341
H -5.67 -4.35 1.67 0.4455
H -4.55 -3.74 2.94 0.2957
H -3.31 -4.77 0.27 0.3498
H -4.01 -5.89 1.49 0.3809
H -2.69 -5.01 3.19 0.1897
H -1.70 -5.49 1.98 0.2391
H -4.41 0.73 2.39 0.2793
H -6.70 -0.53 2.71 0.4346
H -6.77 -0.49 0.89 0.4057
H -6.45 2.14 2.56 0.4148
H -6.69 1.93 0.74 0.2433
H -8.95 1.63 0.90 0.3615
H -8.82 0.44 2.23 0.3140
H -4.15 1.59 0.29 0.2674
H -5.08 0.29 -0.50 0.5290
H -0.37 -0.09 -0.44 -0.8460
H -1.21 -1.65 -0.56 0.4615
H 0.56 -1.05 1.96 -0.1013
H -0.34 -2.59 1.48 0.2186
H 1.28 -1.63 -0.79 -0.0646
H 1.32 -3.23 -0.02 0.5233
H 3.56 -2.11 0.08 0.4417
H 2.95 -2.27 1.75 0.3593
H 4.03 -0.01 1.28 0.4202
H 2.38 0.03 2.05 0.3392
H 2.94 1.78 0.19 0.5310
H 1.40 0.92 0.00 -0.6654
H 3.66 -0.54 -1.46 0.4351
H 3.75 1.20 -1.81 0.0927
H 2.31 -0.41 -3.38 0.1724
H 0.96 -0.07 -2.23 0.2276
H 0.17 2.47 -4.32 0.2766
H -0.30 1.63 -2.74 -0.1236
H 0.11 0.68 -4.22 0.3399
H -1.15 2.07 -0.71 -0.1114
H -2.38 3.24 0.07 0.4218
H -0.63 3.25 0.52 0.4153
H 0.00 2.10 2.89 0.3340
C 3.64 4.17 -4.29 -0.9283
C 4.68 4.61 -5.30 -0.3157
O 4.07 4.93 -6.56 -0.3339
C 3.48 6.13 -6.64 0.3492
O 3.44 6.92 -5.75 -0.5055
C 2.91 6.35 -8.03 0.8943
F 2.22 5.29 -8.47 -0.2474
F 3.89 6.57 -8.93 -0.2523
F 2.09 7.40 -8.08 -0.2413
H 3.05 3.34 -4.68 0.2639
H 4.12 3.86 -3.36 0.3010
H 2.94 4.98 -4.06 0.3511
H 5.37 3.79 -5.49 0.3207
H 5.27 5.45 -4.94 0.3465
C 7.00 -2.73 -3.81 -1.0905
C 8.17 -1.77 -3.90 -0.2156
O 7.85 -0.51 -3.27 -0.3071
C 7.94 -0.50 -1.93 0.3571
O 8.25 -1.43 -1.26 -0.5089
C 7.62 0.90 -1.40 0.9039
F 6.52 1.42 -1.97 -0.2410
F 8.62 1.75 -1.65 -0.2635
F 7.42 0.91 -0.09 -0.2560
H 6.10 -2.27 -4.23 0.2779
H 7.22 -3.64 -4.35 0.3775
H 6.78 -2.98 -2.77 0.3158
H 8.38 -1.54 -4.94 0.3277
H 9.08 -2.19 -3.46 0.3207
```


Question: The lowest charge belongs to which entry?
Answer: C33H63Cl6N5O17


Question: Look up the charge of the second one.
Answer: +1


Question: Which value of charge does entry 3 give?
Answer: -1


Question: Which value of charge does entry 4 give?
Answer: +1